Entry 1:
The following is a DFT calculation (ωB97M-V with the def2-TZVPD basis set) of a 11-piece molecular cluster, C23H68BO12S10 overall in a non-equilibrium geometry.

Results
- Net charge: -1

Each line ends with the Löwdin charge.
Atoms and positions in Å:
C: -1.456 0.878 0.706  -0.11
B: -1.538 -0.089 1.958  -0.77
O: -2.849 -0.529 2.335  0.02
O: -0.405 -0.559 2.720  -0.06
C: 0.104 -1.801 2.272  -0.28
C: 0.568 -1.819 0.799  -0.08
H: -1.556 0.186 -0.164  -0.04
H: -0.371 1.162 0.680  -0.06
H: -2.772 -1.014 3.167  -0.01
H: 1.005 -1.989 2.881  0.10
H: -0.593 -2.624 2.510  0.11
H: 0.928 -0.810 0.570  0.08
H: -0.286 -1.987 0.127  0.06
H: 1.335 -2.578 0.594  0.03
C: 0.104 3.602 2.304  -0.27
S: 1.359 4.456 1.337  0.81
O: 1.857 3.502 0.303  -0.56
C: 2.597 4.517 2.649  -0.28
H: -0.763 3.414 1.667  0.03
H: 0.494 2.650 2.664  0.06
H: -0.190 4.235 3.145  0.05
H: 2.830 3.506 2.984  0.05
H: 2.215 5.114 3.478  0.04
H: 3.496 4.985 2.249  0.04
C: -4.760 -1.983 6.701  -0.28
S: -3.537 -1.135 5.685  0.85
O: -3.051 -2.119 4.677  -0.52
C: -2.276 -1.020 6.966  -0.26
H: -5.630 -2.195 6.081  0.05
H: -4.344 -2.917 7.079  0.04
H: -5.054 -1.339 7.531  0.05
H: -2.021 -2.017 7.326  0.06
H: -2.647 -0.403 7.785  0.05
H: -1.395 -0.553 6.528  0.05
C: -6.365 -5.352 8.076  -0.28
S: -5.817 -5.837 9.722  0.80
O: -4.701 -4.926 10.103  -0.56
C: -5.081 -7.402 9.214  -0.28
H: -6.825 -4.368 8.145  0.05
H: -5.511 -5.308 7.399  0.05
H: -7.100 -6.070 7.710  0.05
H: -4.311 -7.222 8.463  0.06
H: -5.857 -8.054 8.813  0.05
H: -4.634 -7.867 10.091  0.05
C: 2.069 6.129 -4.466  -0.28
S: 1.012 5.720 -3.062  0.80
O: 1.339 6.684 -1.969  -0.57
C: 1.822 4.162 -2.668  -0.27
H: 1.764 7.099 -4.854  0.04
H: 3.111 6.175 -4.146  0.04
H: 1.947 5.373 -5.242  0.05
H: 2.879 4.334 -2.464  0.05
H: 1.707 3.473 -3.507  0.06
H: 1.349 3.737 -1.783  0.02
C: -3.638 -4.414 -1.980  -0.27
S: -4.146 -2.773 -2.515  0.79
O: -2.937 -2.081 -3.053  -0.56
C: -4.456 -2.128 -0.863  -0.24
H: -3.359 -4.991 -2.862  0.05
H: -2.781 -4.340 -1.309  0.06
H: -4.475 -4.898 -1.477  0.00
H: -3.550 -2.191 -0.259  0.06
H: -5.261 -2.702 -0.402  0.05
H: -4.755 -1.085 -0.952  0.06
C: 5.609 6.707 -1.657  -0.26
S: 7.138 6.420 -2.567  0.79
O: 6.773 6.287 -4.013  -0.57
C: 7.424 4.759 -1.934  -0.26
H: 5.225 7.687 -1.932  0.05
H: 4.873 5.944 -1.912  0.04
H: 5.816 6.687 -0.587  0.06
H: 6.571 4.122 -2.170  0.06
H: 7.576 4.806 -0.856  0.06
H: 8.320 4.366 -2.409  0.05
C: 12.503 7.116 -3.268  -0.28
S: 10.819 7.709 -3.012  0.80
O: 10.165 6.779 -2.048  -0.58
C: 10.212 7.276 -4.652  -0.26
H: 13.056 7.251 -2.341  0.05
H: 12.486 6.059 -3.533  0.06
H: 12.975 7.698 -4.061  0.05
H: 10.344 6.207 -4.824  0.06
H: 10.756 7.852 -5.402  0.05
H: 9.152 7.522 -4.699  0.03
C: -4.233 0.745 -7.707  -0.28
S: -4.331 -1.030 -7.409  0.79
O: -5.656 -1.299 -6.778  -0.57
C: -3.089 -1.067 -6.106  -0.27
H: -4.963 1.004 -8.472  0.04
H: -4.459 1.286 -6.788  0.06
H: -3.232 0.999 -8.058  0.05
H: -3.383 -0.408 -5.290  0.06
H: -2.127 -0.756 -6.515  0.05
H: -3.011 -2.085 -5.733  0.04
C: 5.725 -4.446 1.136  -0.28
S: 4.467 -3.511 0.242  0.82
O: 3.223 -3.554 1.058  -0.54
C: 4.268 -4.704 -1.094  -0.27
H: 5.972 -3.898 2.044  0.05
H: 5.337 -5.431 1.398  0.05
H: 6.616 -4.542 0.515  0.05
H: 3.976 -5.672 -0.686  0.06
H: 5.206 -4.792 -1.645  0.05
H: 3.489 -4.339 -1.760  0.05
C: -9.054 -5.827 -1.426  -0.28
S: -7.465 -5.836 -2.278  0.82
O: -6.432 -5.421 -1.287  -0.56
C: -7.800 -4.406 -3.322  -0.26
H: -9.048 -6.625 -0.686  0.05
H: -9.200 -4.868 -0.928  0.06
H: -9.852 -6.005 -2.147  0.05
H: -8.026 -3.540 -2.700  0.06
H: -8.638 -4.629 -3.983  0.05
H: -6.911 -4.202 -3.917  0.04

***

Entry 2:
The following is a DFT calculation (ωB97M-V with the def2-TZVPD basis set) of a 11-piece molecular cluster, C23H72N12O11 overall in a non-equilibrium geometry.

Results
- SMILES: COC[C@H](C)N.COC[C@H](C)N.COC[C@H](C)N.COC[C@H](C)N.NC(N)=O.NC(N)=O.NC(N)=O.NC(N)=O.CO.CO.CO

Each line ends with the Löwdin charge.
Atoms and positions in Å:
C: -5.791 20.303 8.010  -0.14
O: -5.976 18.907 7.809  -0.13
H: -5.773 20.545 9.075  0.06
H: -4.842 20.579 7.548  0.08
H: -6.562 20.925 7.544  0.08
H: -6.530 18.618 8.545  0.05
C: -9.512 18.790 10.661  -0.16
O: -8.706 18.387 9.561  -0.14
H: -8.948 19.402 11.369  0.06
H: -10.313 19.392 10.230  0.07
H: -9.966 17.914 11.126  0.06
H: -8.177 17.610 9.804  0.01
C: -4.328 16.053 7.898  -0.15
O: -4.249 16.796 6.674  -0.14
H: -4.096 16.707 8.740  0.05
H: -5.321 15.611 7.949  0.07
H: -3.515 15.329 7.826  0.07
H: -5.033 17.362 6.687  0.04
C: -9.538 14.483 5.955  -0.69
O: -10.553 15.011 5.526  0.01
N: -8.319 14.719 5.388  0.16
N: -9.518 13.635 7.024  0.16
H: -7.468 14.394 5.808  0.09
H: -8.296 15.413 4.667  0.10
H: -8.647 13.287 7.411  0.04
H: -10.395 13.428 7.461  0.09
C: -8.298 15.955 13.877  -0.67
O: -8.421 14.775 13.584  0.00
N: -8.463 16.400 15.166  0.16
N: -7.755 16.868 13.017  0.19
H: -8.304 17.324 15.524  0.09
H: -8.869 15.761 15.825  0.10
H: -7.529 17.820 13.244  0.07
H: -7.373 16.441 12.184  0.06
C: -7.103 11.070 8.324  -0.64
O: -7.358 12.275 8.356  -0.02
N: -5.847 10.568 8.432  0.18
N: -8.083 10.161 8.104  0.17
H: -5.015 11.123 8.497  0.11
H: -5.730 9.571 8.456  0.10
H: -7.930 9.197 7.866  0.11
H: -9.047 10.433 8.033  0.11
C: -7.109 15.233 10.182  -0.62
O: -6.826 16.434 10.236  -0.01
N: -6.184 14.254 10.353  0.19
N: -8.337 14.628 10.065  0.20
H: -6.590 13.362 10.581  0.09
H: -5.286 14.324 10.817  0.08
H: -9.155 15.187 10.222  0.10
H: -8.302 13.692 9.695  0.06
C: -5.137 19.430 14.626  -0.06
C: -5.480 20.085 13.314  -0.43
C: -5.292 19.152 12.132  -0.22
O: -3.909 19.024 11.944  -0.18
C: -3.595 18.232 10.801  -0.09
N: -6.865 20.586 13.353  0.03
H: -4.136 18.993 14.642  0.08
H: -5.783 18.575 14.853  0.06
H: -5.142 20.137 15.459  0.08
H: -4.857 20.975 13.161  0.14
H: -5.822 19.565 11.263  0.12
H: -5.735 18.184 12.379  0.09
H: -4.161 17.295 10.895  0.07
H: -2.567 17.901 10.951  0.09
H: -3.784 18.735 9.854  0.08
H: -7.038 21.138 14.186  0.07
H: -7.051 21.230 12.592  0.07
C: -12.901 17.891 11.523  -0.05
C: -13.639 17.869 10.174  -0.44
C: -14.059 16.463 9.807  -0.20
O: -12.985 15.570 9.575  -0.22
C: -11.964 16.014 8.706  -0.08
N: -14.878 18.680 10.279  0.03
H: -13.595 17.909 12.358  0.09
H: -12.329 18.821 11.486  0.06
H: -12.197 17.060 11.532  0.06
H: -12.989 18.336 9.428  0.12
H: -14.677 16.434 8.895  0.13
H: -14.694 16.083 10.610  0.13
H: -11.223 15.215 8.667  0.06
H: -11.492 16.943 9.028  0.08
H: -12.325 16.095 7.673  0.10
H: -15.314 18.673 9.362  0.07
H: -14.609 19.635 10.489  0.07
C: -11.840 14.503 13.225  -0.05
C: -11.793 13.551 12.037  -0.44
C: -10.950 12.343 12.366  -0.21
O: -10.635 11.632 11.180  -0.18
C: -9.532 10.779 11.361  -0.12
N: -13.169 13.230 11.640  0.05
H: -10.864 14.959 13.394  0.05
H: -12.159 13.987 14.131  0.09
H: -12.514 15.332 13.006  0.06
H: -11.313 14.101 11.213  0.12
H: -11.402 11.706 13.134  0.14
H: -10.030 12.775 12.791  0.11
H: -8.628 11.352 11.613  0.08
H: -9.407 10.254 10.418  0.06
H: -9.662 10.051 12.171  0.09
H: -13.471 14.078 11.164  0.04
H: -13.253 12.534 10.906  0.07
C: -4.185 15.919 14.420  -0.04
C: -4.474 14.408 14.307  -0.44
C: -3.485 13.717 13.395  -0.21
O: -3.598 14.251 12.097  -0.22
C: -2.838 13.548 11.143  -0.10
N: -4.552 13.866 15.657  0.04
H: -3.207 15.970 14.914  0.09
H: -4.910 16.387 15.079  0.07
H: -4.199 16.354 13.425  0.07
H: -5.483 14.337 13.879  0.13
H: -3.695 12.637 13.379  0.13
H: -2.464 13.864 13.779  0.13
H: -1.809 13.437 11.483  0.09
H: -2.885 14.063 10.186  0.08
H: -3.348 12.600 10.903  0.09
H: -4.597 12.852 15.663  0.07
H: -3.722 14.121 16.184  0.07

***

Number 1: HOMO energy -1.39 eV. Number 2: HOMO energy -8.70 eV.